{
  "formula": "C7H14N3",
  "method": "ωB97M-V with the def2-TZVPD basis set",
  "orbital_gap_ev": [7.73, 7.87],
  "spin_multiplicity": 1,
  "total_charge": 1,
  "homo_energy_ev": [-12.75, -12.70],
  "symbols": ["C", "C", "C", "C", "C", "C", "C", "N", "N", "N", "H", "H", "H", "H", "H", "H", "H", "H", "H", "H", "H", "H", "H", "H"],
  "positions_angstrom": [[3.0931, 1.3394, 1.7715], [2.1727, 1.5666, 0.7943], [1.5380, -0.0705, 2.1206], [-0.7638, 1.7961, -0.0105], [-1.4083, -0.7300, -1.3064], [0.4855, -1.8212, -0.2620], [-0.0168, 0.5418, 0.2841], [2.6616, 0.3385, 2.5828], [1.1697, 0.6299, 0.9807], [-0.0583, -0.5344, -0.7437], [4.0295, 1.8309, 1.9389], [2.1560, 2.2761, -0.0062], [0.8870, -0.7994, 2.5589], [-0.4153, 2.2829, -0.9275], [-1.8337, 1.6298, -0.1026], [-0.6084, 2.4878, 0.8151], [-2.0990, -0.9546, -0.4932], [-1.7450, 0.1611, -1.8288], [-1.3991, -1.5601, -2.0105], [0.5228, -2.5311, -1.0869], [1.4908, -1.6976, 0.1377], [-0.1627, -2.2087, 0.5233], [-1.4213, -0.4374, 1.9847], [0.5542, -0.2272, -1.5151]],
  "forces_ev_per_angstrom": [[-0.341, 0.342, -0.617], [0.612, 0.332, -0.074], [-0.189, -0.051, -0.098], [-0.013, 0.012, -0.016], [-0.885, -0.094, -0.332], [0.433, -0.843, 0.332], [-0.921, 0.043, 0.978], [0.258, -0.578, 0.782], [0.077, -0.171, 0.249], [0.354, 0.207, -0.206], [0.160, 0.177, -0.010], [-0.049, 0.146, -0.221], [-0.162, -0.245, 0.085], [0.043, 0.018, -0.081], [-0.026, -0.026, -0.055], [0.038, -0.038, -0.023], [0.134, 0.011, 0.013], [0.121, 0.029, 0.053], [0.158, 0.023, 0.082], [-0.092, 0.143, -0.039], [-0.115, 0.132, -0.107], [-0.050, 0.114, -0.073], [0.523, 0.318, -0.743], [-0.068, -0.002, 0.122]]
}

---

{
  "formula": "C7H14N3O",
  "method": "ωB97M-V with the def2-TZVPD basis set",
  "orbital_gap_ev": 7.96,
  "spin_multiplicity": 1,
  "total_charge": 1,
  "homo_energy_ev": -13.30,
  "symbols": ["C", "C", "C", "C", "C", "C", "C", "N", "N", "N", "O", "H", "H", "H", "H", "H", "H", "H", "H", "H", "H", "H", "H", "H", "H"],
  "positions_angstrom": [[-0.8725, -1.4742, -0.0506], [-1.1248, 0.1359, 1.6280], [0.2745, -0.7098, -0.5745], [1.3849, -2.5783, -1.1349], [2.4607, -0.4733, -1.5838], [-2.0975, 1.7265, 0.0544], [-0.6833, 2.5703, 1.8907], [-1.6313, -0.9215, 0.7904], [1.2818, -1.2527, -1.1231], [-1.1958, 1.3660, 1.1553], [-0.5976, -0.3014, 2.6449], [-1.1471, -2.4895, -0.4328], [-0.0818, 0.3709, -0.4211], [0.5102, -3.1376, -1.1555], [2.0361, -2.8359, -1.9757], [2.0453, -2.9427, -0.2643], [3.5112, -0.6925, -1.1626], [2.4586, -0.6565, -2.6700], [2.4316, 0.5544, -1.2001], [-1.8219, 2.6376, -0.5746], [-2.1614, 0.8563, -0.6080], [-3.1806, 1.7618, 0.3919], [-1.5183, 2.9881, 2.4997], [0.0835, 2.1403, 2.6882], [-0.3645, 3.3577, 1.1879]],
  "forces_ev_per_angstrom": [[-0.484, -1.011, -0.550], [0.962, -1.890, 1.040], [-2.363, 1.336, 0.833], [4.590, -5.374, 0.367], [1.357, 0.429, 0.115], [-1.617, -0.720, -0.740], [0.141, -1.810, 2.455], [-0.536, -0.359, 0.548], [0.586, 5.471, 1.311], [-0.072, 3.424, -0.767], [-0.407, 1.205, -0.899], [0.131, 1.033, 0.183], [2.185, -1.049, -0.725], [-1.461, -0.729, -0.099], [-0.409, -0.345, -0.192], [-1.127, 0.529, -0.875], [-1.898, -1.078, -0.366], [0.340, 0.783, 0.363], [-0.891, -0.027, -0.875], [-0.084, -1.192, 1.333], [0.200, 0.318, -0.306], [1.260, 0.634, -0.099], [0.505, -0.211, -0.436], [-1.231, 1.347, -1.966], [0.320, -0.715, 0.346]]
}

---

{
  "formula": "C7H14N3S",
  "method": "ωB97M-V with the def2-TZVPD basis set",
  "orbital_gap_ev": 8.49,
  "spin_multiplicity": 1,
  "total_charge": 1,
  "homo_energy_ev": -13.31,
  "symbols": ["C", "C", "C", "C", "C", "C", "C", "N", "N", "N", "S", "H", "H", "H", "H", "H", "H", "H", "H", "H", "H", "H", "H", "H", "H"],
  "positions_angstrom": [[-1.1052, -1.2999, 0.7007], [-2.2288, -0.6204, 0.2884], [-0.1232, -0.3028, 0.7338], [-3.5928, -1.3208, 0.0263], [-2.6660, 1.6122, -0.4623], [2.9442, 1.2394, -0.5436], [3.7217, -0.9916, -0.2507], [-0.5298, 0.8763, 0.3466], [-1.7650, 0.6593, -0.0106], [3.1986, 0.1775, 0.3604], [1.6619, -0.4382, 1.2779], [-0.9753, -2.3725, 0.8426], [-3.3387, -2.2610, -0.5209], [-4.1787, -1.4599, 0.9819], [-4.1690, -0.6357, -0.5090], [-3.3299, 1.9878, 0.2937], [-1.9974, 2.5747, -0.6661], [-3.1524, 1.1998, -1.3746], [3.9251, 1.6480, -0.7664], [2.3635, 0.8449, -1.4075], [2.3832, 2.1203, -0.0392], [4.2327, -0.6977, -1.0734], [4.2007, -1.6301, 0.4604], [2.9261, -1.6436, -0.6772], [1.5944, 0.7339, 1.9887]],
  "forces_ev_per_angstrom": [[0.575, -0.565, 0.040], [0.709, -1.101, -0.390], [2.849, -0.624, 0.347], [1.807, 0.278, 1.517], [1.172, 4.164, -1.995], [-1.717, 1.913, 0.001], [-2.388, -2.444, 0.675], [0.333, 0.620, -0.619], [-2.058, -2.800, 1.621], [-2.875, -0.671, 2.649], [-0.133, 1.767, 0.448], [-0.180, 0.498, 0.234], [-0.731, 0.787, 0.538], [0.973, -0.257, -0.918], [-1.163, 0.635, -1.418], [-0.687, -0.369, 0.341], [-1.563, -1.996, -0.235], [0.118, 0.844, 0.667], [0.110, -0.062, -0.611], [0.545, 0.806, 0.101], [0.732, -1.640, -0.793], [2.379, 0.650, -2.256], [0.905, -0.070, 0.298], [0.243, 0.389, -0.034], [0.045, -0.752, -0.207]]
}

---

{
  "formula": "C7H14N4",
  "method": "ωB97M-V with the def2-TZVPD basis set",
  "orbital_gap_ev": 7.10,
  "spin_multiplicity": 1,
  "total_charge": 2,
  "homo_energy_ev": -17.10,
  "symbols": ["C", "C", "C", "C", "C", "C", "C", "N", "N", "N", "N", "H", "H", "H", "H", "H", "H", "H", "H", "H", "H", "H", "H", "H", "H"],
  "positions_angstrom": [[-0.4452, -0.1131, 0.4462], [-0.7101, 1.3837, -1.5290], [0.1899, 0.7312, -5.0475], [1.4242, -0.8737, 3.5613], [-1.1298, -0.0670, 3.2918], [0.5542, -0.2435, 1.4206], [0.0768, -0.8405, 2.7278], [-0.5588, 0.7502, -0.4447], [-0.5579, 0.8487, -3.7722], [-0.0658, 0.9961, -2.6358], [0.1710, -0.2595, -5.7680], [-1.3170, -0.8280, 0.4660], [-1.3067, 2.3180, -1.6862], [0.5741, 1.6742, -5.3603], [1.1597, -0.7148, 4.6214], [2.0275, 0.0186, 3.2279], [2.0181, -1.8107, 3.3851], [-1.2272, 0.8853, 2.9983], [-1.9583, -0.7419, 3.0859], [-1.1087, 0.0640, 4.3724], [1.0280, 0.8068, 1.4550], [1.3553, -0.8611, 1.0055], [-0.2286, -1.9674, 2.4793], [0.3216, -0.0634, -6.8070], [-0.2861, -1.0923, -5.4937]],
  "forces_ev_per_angstrom": [[-2.943, -1.886, -0.814], [-2.238, 0.797, 1.779], [-0.642, 3.032, 5.360], [-0.584, 0.619, -0.073], [0.759, -4.231, 1.741], [2.015, 2.028, 0.382], [1.215, -1.849, 0.133], [-0.263, 1.672, -2.180], [0.290, 0.130, 0.683], [2.544, -1.546, -4.812], [-0.113, -0.864, -4.198], [0.751, 0.446, -0.040], [0.448, -0.582, 0.864], [0.263, 0.710, -0.430], [0.488, -0.426, -0.401], [-0.341, -0.955, 0.619], [-0.653, 0.929, 0.297], [-0.509, 3.454, -1.879], [-0.631, 0.737, -0.027], [0.243, -0.532, 0.195], [-0.401, -1.452, 0.629], [0.067, -0.226, -0.225], [0.494, 2.353, 0.643], [0.160, -0.944, 1.564], [-0.420, -1.412, 0.188]]
}

---

{
  "formula": "C7H14N5",
  "method": "ωB97M-V with the def2-TZVPD basis set",
  "orbital_gap_ev": 9.01,
  "spin_multiplicity": 1,
  "total_charge": 1,
  "homo_energy_ev": -12.27,
  "symbols": ["C", "C", "C", "C", "C", "C", "C", "N", "N", "N", "N", "N", "H", "H", "H", "H", "H", "H", "H", "H", "H", "H", "H", "H", "H", "H"],
  "positions_angstrom": [[-1.6292, -1.3938, 0.1609], [-0.3743, -1.2192, 0.4967], [-2.2253, -0.1357, -0.2507], [1.0042, 0.5737, -0.4038], [-3.5975, -0.1480, -0.7999], [2.6649, -1.2123, -0.9557], [-0.1540, 1.1417, 1.8604], [-1.4234, 0.8579, -0.1598], [0.8878, -1.5310, 0.5700], [1.7753, -0.5750, 0.0512], [1.4853, 1.8604, -0.1935], [-0.2681, 0.4952, 0.4618], [-2.1550, -2.2604, 0.0845], [0.5696, 0.3464, -1.4795], [-4.3498, -0.3933, 0.0225], [-3.8047, -1.0941, -1.4730], [-3.9188, 0.6914, -1.2695], [3.0899, -2.1183, -0.5728], [2.1205, -1.3462, -1.8202], [3.4715, -0.4668, -1.1663], [0.6936, 0.6427, 2.3605], [0.0058, 2.2101, 1.6244], [-1.2749, 1.0229, 2.1333], [1.3803, -2.3344, 0.8268], [1.8165, 2.3301, -1.0391], [1.9231, 2.0403, 0.6524]],
  "forces_ev_per_angstrom": [[0.047, 0.805, 0.562], [0.387, 3.651, -0.010], [0.185, -0.674, 0.317], [-2.255, -0.299, -1.146], [-1.112, -4.485, 1.113], [0.892, 2.732, 1.552], [-2.140, -0.386, -1.995], [-1.298, 2.218, -0.946], [0.239, -0.134, 0.020], [1.559, 0.770, 0.669], [-0.061, -0.092, -3.564], [0.933, -4.193, 0.456], [-1.124, -2.421, -0.318], [1.010, 1.017, 1.699], [1.101, 0.565, -0.614], [0.881, 1.922, 0.981], [-0.635, 2.563, -1.424], [0.197, -0.361, 0.235], [-1.127, -0.782, -2.200], [-0.485, -0.783, 0.207], [-0.866, 0.255, 0.275], [0.047, -0.581, 0.449], [2.318, 0.057, 0.742], [-0.043, -1.617, 0.666], [0.034, -0.092, 0.895], [1.317, 0.344, 1.380]]
}